[1]
Computed, not measured: a molecular structure, C36H21AuI2N3O3S3 at a distorted geometry, with ωB97M-V/def2-TZVPD.

Positions of all 69 atoms, in Å:
Au: -3.555 -10.840 20.366
I: -1.006 -10.410 15.783
I: -0.969 -16.353 16.291
S: -6.039 -15.727 22.306
S: -4.914 -12.596 25.974
S: -3.011 -4.037 18.080
O: -2.417 -10.794 18.721
O: -6.935 -20.202 27.229
O: -6.464 -18.329 28.292
N: -3.064 -13.027 20.040
N: -4.685 -10.281 22.087
N: -3.938 -8.650 20.093
C: -7.271 -12.592 27.050
C: -5.946 -18.748 24.854
C: -1.288 -14.492 17.232
C: -6.306 -9.353 24.181
C: -2.894 -15.354 20.476
C: -5.197 -6.851 21.004
C: -7.246 -16.225 24.681
C: -7.316 -11.608 26.012
C: -3.945 -6.581 18.929
C: -2.513 -5.014 15.812
C: -1.105 -13.352 16.469
C: -4.761 -8.151 21.031
C: -6.699 -18.222 25.910
C: -6.409 -16.693 23.640
C: -4.713 -6.024 19.927
C: -6.072 -6.357 22.060
C: -6.683 -18.873 27.232
C: -2.164 -15.553 19.344
C: -2.042 -11.928 18.186
C: -4.976 -11.027 23.141
C: -1.424 -12.071 16.936
C: -2.994 -6.105 16.574
C: -5.993 -8.526 23.105
C: -6.474 -7.119 23.051
C: -3.515 -7.938 19.082
C: -1.922 -14.438 18.506
C: -3.388 -14.065 20.796
C: -2.323 -13.158 18.915
C: -6.047 -13.246 27.098
C: -7.348 -17.003 25.822
C: -5.803 -10.638 24.205
C: -5.812 -17.955 23.721
C: -6.121 -11.517 25.290
C: -2.379 -3.864 16.526
C: -3.323 -5.717 17.862
C: -5.173 -9.020 22.111
H: -4.949 -4.955 19.864
H: -5.470 -19.708 24.952
H: -2.823 -8.381 18.345
H: -0.774 -13.450 15.446
H: -4.105 -13.897 21.543
H: -4.679 -12.041 23.208
H: -6.411 -5.375 22.041
H: -7.084 -6.776 23.856
H: -5.112 -18.242 22.967
H: -6.934 -8.976 24.975
H: -1.814 -16.544 19.027
H: -3.136 -16.175 21.100
H: -8.174 -10.924 25.832
H: -7.879 -16.563 26.688
H: -5.706 -13.983 27.783
H: -7.693 -15.261 24.644
H: -2.069 -2.903 16.118
H: -2.157 -5.025 14.796
H: -8.130 -12.911 27.663
H: -3.106 -7.139 16.168
H: -7.035 -20.519 26.325

Computed properties:
2S+1 = 3
total charge = +1
HOMO level (alpha / beta) = -10.013 / -9.987 eV
frontier orbital gap (alpha / beta) = 6.4 / 5.3 eV
<S²> = 2.033

natural (NBO) atomic charge list, values in e, 4 entries: number 1, Au, carries 1.19; number 2, I, carries 0.19; number 3, I, carries 0.17; number 4, S, carries 0.08

[2]
Computed, not measured: a molecular structure, C36H21B6FeN3O48 at a distorted geometry, with ωB97M-V/def2-TZVPD.

Positions of all 115 atoms, in Å:
Fe: -0.563 -0.038 -0.063
O: -3.071 3.792 -2.062
O: 7.585 -0.491 1.752
O: 5.250 -2.381 -0.206
O: 7.436 1.824 3.559
O: 1.248 3.744 3.720
O: 1.103 0.998 -0.763
O: -1.163 5.343 1.092
O: -2.338 3.448 1.787
O: -6.097 -6.540 1.784
O: -2.015 2.835 -6.304
O: 7.452 -1.969 -0.947
O: -1.946 5.303 3.371
O: -5.227 6.448 3.006
O: 4.354 1.545 -2.114
O: -3.488 5.632 1.695
O: 1.017 1.080 2.103
O: -1.947 3.361 -8.569
O: -0.461 4.506 -5.637
O: -1.312 -2.479 -0.264
O: 4.593 3.792 -0.872
O: 6.356 0.369 6.129
O: -0.172 5.482 -7.735
O: -2.641 -3.853 0.834
O: 5.155 2.000 3.182
O: 3.284 -1.221 0.490
O: -1.007 1.758 -2.107
O: 7.422 2.431 0.893
O: 2.678 0.419 -3.204
O: 3.209 2.785 4.227
O: 5.506 1.699 -0.128
O: 6.294 5.093 0.038
O: -4.428 -5.507 0.568
O: 3.118 0.717 3.051
O: 1.006 -1.317 0.539
O: -1.208 1.859 0.672
O: -0.724 2.519 -4.202
O: 3.178 1.893 -0.175
O: -2.099 -5.831 -0.310
O: 5.392 -1.245 1.806
O: -0.697 -4.889 -1.734
O: 4.451 0.864 5.156
O: 3.802 -3.148 1.635
O: -3.075 6.270 5.158
O: 0.138 4.226 -0.370
O: -2.715 -5.793 2.145
O: 1.574 -3.801 2.097
O: -2.332 4.200 -4.210
O: -3.888 -6.870 3.782
N: -2.503 -0.204 -0.770
N: -0.126 -0.912 -2.008
N: -1.209 -0.737 1.985
C: 2.354 1.292 -0.949
C: -2.586 -2.702 4.556
C: 6.332 2.658 0.307
C: -1.466 -4.849 -0.796
C: 3.205 0.980 -2.234
C: -4.931 -6.220 1.570
C: -5.126 -0.607 -1.284
C: 6.241 1.534 3.860
C: 5.721 0.803 5.199
C: 1.955 1.410 2.896
C: -2.671 -1.187 4.181
C: 6.532 -1.850 -0.122
C: -1.274 2.531 -3.023
C: 0.487 -1.380 -2.902
C: 5.749 4.040 -0.141
C: -5.556 -2.050 -0.886
C: -1.659 3.540 -7.423
C: -1.783 -3.562 -0.049
C: -2.298 3.671 -3.002
C: 1.070 -1.039 -5.375
C: 2.445 -3.021 1.641
C: -2.994 5.830 3.975
C: -1.853 -0.929 2.999
C: -3.750 -6.386 2.640
C: -4.058 5.963 2.859
C: -0.725 4.674 -6.957
C: -3.657 -0.371 -1.031
C: 1.249 -1.881 -6.617
C: 2.148 -1.744 0.894
C: 2.028 2.750 3.708
C: -6.816 -2.601 -1.570
C: -0.716 4.247 0.514
C: 6.566 -1.059 1.297
C: -1.371 3.060 0.982
C: -1.114 -3.329 4.969
C: 1.137 -2.002 -4.107
B: -2.955 -5.324 0.775
B: -1.384 3.450 -5.097
B: 4.413 2.283 -0.868
B: 3.994 1.555 3.904
B: 4.444 -1.998 0.979
B: -2.239 4.901 2.037
H: 1.677 -0.133 -5.355
H: -5.280 -0.495 -2.357
H: -6.688 -2.751 -2.642
H: -5.655 0.169 -0.730
H: -3.093 -3.310 3.806
H: -3.183 -2.755 5.467
H: 2.113 -2.545 -6.578
H: -2.160 -0.693 5.008
H: 0.376 -2.504 -6.811
H: -7.150 -3.611 -1.334
H: 0.561 -2.904 -4.309
H: -5.683 -2.131 0.193
H: 2.159 -2.270 -3.838
H: -0.680 -2.787 5.809
H: 0.076 -0.593 -5.384
H: -7.686 -1.952 -1.469
H: -0.406 -3.447 4.149
H: -1.474 -4.287 5.344
H: 1.451 -1.403 -7.576
H: -3.728 -0.960 4.043
H: -4.783 -2.731 -1.242

Computed properties:
2S+1 = 6
total charge = -3
HOMO level (alpha / beta) = -3.833 / -3.833 eV
frontier orbital gap (alpha / beta) = 7.9 / 5.2 eV
<S²> = 8.756
energy relative to the best compared isomer or geometry (same formula, charge and spin) = 89.3 kcal/mol

Löwdin atomic charge list, values in e, 4 entries: number 1, Fe, carries 1.14; number 2, O, carries 0.13; number 3, O, carries 0.11; number 4, O, carries 0.18

[3]
Computed, not measured: a molecular structure, C36H21B6FeN3O48 at a distorted geometry, with ωB97M-V/def2-TZVPD.

Positions of all 115 atoms, in Å:
Fe: -0.048 -0.652 0.127
O: -0.622 0.015 -5.437
O: -0.169 -1.844 -4.235
O: -3.265 1.946 1.437
O: 1.711 1.522 5.076
O: -1.613 0.039 3.845
O: 4.021 2.179 -3.648
O: 4.174 0.321 -6.579
O: 4.810 5.976 -2.718
O: -0.859 1.476 -3.586
O: 4.690 0.167 0.218
O: -5.442 -4.266 -2.230
O: -7.954 -2.380 -3.731
O: 1.477 3.450 -1.323
O: 0.991 5.559 -0.351
O: 3.125 3.393 4.486
O: -3.840 -2.457 -1.768
O: 3.229 5.126 -1.282
O: -3.301 1.576 3.762
O: -0.616 -0.128 -1.924
O: -3.704 3.811 2.826
O: 3.914 3.130 -5.694
O: -0.489 4.879 1.236
O: -7.063 -5.201 -3.477
O: 4.245 -0.032 -4.349
O: 2.622 0.439 -2.559
O: 0.785 0.422 1.932
O: 4.872 0.515 -2.051
O: 1.402 2.396 2.895
O: 0.379 2.308 -5.529
O: 1.161 5.656 6.171
O: 0.611 4.264 -6.764
O: -6.132 -2.096 -2.378
O: 1.724 0.094 -0.580
O: -5.394 -2.956 -0.127
O: 3.938 5.412 5.234
O: -7.137 3.516 2.138
O: -4.048 -2.217 1.605
O: 1.368 -0.678 4.611
O: -5.347 2.183 2.393
O: 0.874 3.855 4.796
O: -1.886 2.043 -5.603
O: 2.529 6.165 -4.576
O: -5.247 5.588 2.993
O: -0.010 2.226 -0.077
O: -2.246 -1.570 -0.464
O: -2.381 3.993 -6.735
O: -1.637 0.450 0.970
O: 1.434 5.336 -2.802
N: 2.150 -1.784 1.378
N: 0.409 -2.446 -0.919
N: -0.670 -2.059 1.574
C: -0.581 -3.114 4.898
C: 2.488 5.777 -3.400
C: -6.514 -4.232 -3.001
C: 3.666 5.671 -2.425
C: -2.050 -5.921 -3.177
C: 1.450 0.483 4.283
C: -2.447 0.973 1.720
C: -0.487 -0.675 -4.353
C: 2.744 0.235 -1.276
C: 4.561 -2.321 3.836
C: -3.343 -2.022 -0.627
C: 0.198 4.630 0.269
C: 5.195 -1.005 3.494
C: -4.912 4.438 2.755
C: -5.982 3.334 2.424
C: 4.017 2.176 -4.984
C: 2.949 -2.363 1.967
C: 0.172 -3.341 -1.575
C: -1.102 -2.535 2.541
C: -4.349 -2.430 0.450
C: 3.042 4.603 5.005
C: -1.641 3.217 -6.166
C: -0.100 -4.485 -2.441
C: -1.719 -3.062 3.781
C: -6.992 -2.779 -3.111
C: -1.618 -4.599 -2.611
C: 0.612 -4.021 4.579
C: 1.560 4.868 5.326
C: -0.068 3.403 -6.222
C: 4.013 -3.113 2.590
C: -2.381 0.814 3.302
C: 0.473 3.297 -0.437
C: 4.240 0.281 -0.922
C: 4.100 0.708 -5.429
C: -0.637 0.285 -3.090
C: 1.216 1.073 2.891
B: -3.884 2.375 2.672
B: 3.945 0.795 -3.188
B: 1.749 4.911 -1.427
B: -0.693 1.452 -5.060
B: 1.802 2.794 4.314
B: -5.229 -2.944 -1.627
H: -3.096 -5.910 -3.486
H: -2.062 -4.508 -1.618
H: -2.079 -4.072 3.583
H: -2.035 -3.813 -3.239
H: -2.586 -2.461 4.050
H: 1.533 -3.541 4.910
H: -0.875 -3.327 5.927
H: -1.872 -6.757 -2.500
H: -0.173 -2.128 5.123
H: 0.850 -4.274 3.543
H: 0.315 -5.464 -2.197
H: 3.689 -4.111 2.881
H: 6.006 -0.719 4.163
H: 3.827 -2.173 4.630
H: 5.313 -2.948 4.322
H: 4.488 -0.199 3.305
H: 0.532 -5.021 5.010
H: 4.865 -3.193 1.914
H: -1.570 -6.038 -4.151
H: 5.723 -1.205 2.558
H: 0.220 -4.435 -3.484

Computed properties:
2S+1 = 6
total charge = -3
HOMO level (alpha / beta) = -3.640 / -3.640 eV
frontier orbital gap (alpha / beta) = 7.7 / 5.0 eV
<S²> = 8.756
energy relative to the best compared isomer or geometry (same formula, charge and spin) = 26.6 kcal/mol

Löwdin atomic charge list, values in e, 4 entries: number 1, Fe, carries 1.20; number 2, O, carries 0.27; number 3, O, carries 0.12; number 4, O, carries 0.31

[4]
Computed, not measured: a molecular structure, C36H24IKNO6P at a distorted geometry, with ωB97M-V/def2-TZVPD.

Positions of all 70 atoms, in Å:
I: -3.140 -4.008 -1.956
K: -1.718 -1.022 -0.080
P: 0.822 0.570 0.558
O: 1.764 -1.311 -0.213
O: -2.887 -1.881 1.688
O: 2.962 -3.167 0.042
O: -2.685 0.871 1.165
O: -1.402 -0.065 2.758
O: -2.698 -1.806 3.920
N: -0.039 -2.243 1.596
C: -0.695 4.400 2.778
C: 1.605 1.411 -0.873
C: -1.162 -0.035 -3.116
C: -3.269 -0.678 -4.825
C: -1.420 3.222 2.764
C: 2.727 0.894 -1.518
C: -1.433 0.756 -4.240
C: -2.485 0.462 -5.071
C: -2.935 -1.486 -3.690
C: 2.041 -2.404 0.337
C: 0.289 2.173 1.405
C: 2.643 2.634 -3.171
C: -5.036 -2.202 -5.449
C: 1.162 -2.790 1.531
C: 2.942 -0.437 3.873
C: -3.685 -2.661 -3.535
C: 1.017 3.357 1.454
C: 0.986 2.525 -1.438
C: -0.929 2.122 2.079
C: -1.760 0.859 1.967
C: 4.234 -0.008 3.622
C: -4.699 -3.034 -4.370
C: 2.217 0.447 1.751
C: -4.331 -1.053 -5.674
C: 1.649 -3.646 2.518
C: -2.145 -1.826 2.661
C: 0.522 4.464 2.117
C: 3.233 1.492 -2.657
C: 4.503 0.698 2.463
C: -1.892 -1.168 -2.773
C: -0.801 -2.491 2.649
C: 1.507 3.141 -2.561
C: 3.503 0.925 1.533
C: 0.830 -3.956 3.584
C: -0.420 -3.365 3.660
C: 1.938 -0.191 2.956
H: 2.719 -0.981 4.782
H: -5.846 -2.495 -6.107
H: 0.073 2.908 -0.999
H: 1.158 -4.648 4.352
H: 3.050 3.110 -4.055
H: -4.562 -0.419 -6.525
H: -5.229 -3.962 -4.207
H: 1.969 3.427 0.939
H: 0.924 -0.501 3.159
H: 4.086 1.048 -3.156
H: -1.093 -3.558 4.480
H: 3.162 -0.017 -1.146
H: 5.029 -0.223 4.325
H: -3.570 -1.415 3.791
H: -1.076 5.272 3.297
H: 1.021 4.014 -2.978
H: 5.505 1.062 2.272
H: -0.807 1.620 -4.449
H: -2.371 3.146 3.280
H: 1.083 5.392 2.117
H: 2.644 -4.056 2.418
H: -2.723 1.083 -5.932
H: -0.313 0.246 -2.501
H: 3.736 1.460 0.623

Computed properties:
2S+1 = 1
total charge = -2
HOMO level = -1.405 eV
frontier orbital gap = 5.6 eV
energy relative to the best compared isomer or geometry (same formula, charge and spin) = 26.5 kcal/mol

natural (NBO) atomic charge list, values in e, 4 entries: number 1, I, carries 0.07; number 2, K, carries 0.88; number 3, P, carries 0.97; number 4, O, carries -0.77

[5]
Computed, not measured: a molecular structure, C36H25Br2F5N3O3SY at a distorted geometry, with ωB97M-V/def2-TZVPD.

Positions of all 76 atoms, in Å:
Y: 0.751 1.944 -1.210
Br: -2.800 5.142 -0.636
Br: -6.502 0.887 -1.213
S: 1.775 4.462 -1.252
F: 3.745 6.750 -1.355
F: 6.420 6.549 -1.690
F: 6.129 1.842 -1.372
F: 7.627 4.105 -1.810
F: 3.428 2.050 -0.955
O: 1.861 0.088 -1.970
O: 1.220 0.335 0.098
O: -0.897 3.025 -1.546
N: 0.133 2.484 1.190
N: 0.547 -1.852 1.397
N: -1.288 0.441 -2.168
C: -4.718 1.532 -1.312
C: -2.804 -3.368 1.966
C: -1.341 -3.628 -0.052
C: -3.177 3.339 -1.064
C: -2.782 -1.382 -2.556
C: -0.637 -2.312 1.994
C: 1.719 -0.412 -0.821
C: 5.680 5.443 -1.557
C: -2.362 1.177 -1.775
C: -1.588 -3.096 1.329
C: 2.944 -2.490 -1.336
C: -3.859 -0.684 -2.093
C: 2.573 -4.505 -0.101
C: -0.737 1.741 1.878
C: -4.472 2.843 -0.989
C: -3.685 0.664 -1.720
C: -3.874 -4.137 1.258
C: -1.501 -0.787 -2.600
C: 1.672 -3.860 0.713
C: -2.096 2.549 -1.453
C: -0.715 1.630 3.259
C: 3.228 -3.821 -1.123
C: -3.044 -2.896 3.248
C: 4.185 3.172 -1.204
C: 0.259 2.315 3.970
C: 2.032 -1.812 -0.523
C: 6.309 4.195 -1.594
C: -2.089 -2.146 3.911
C: -0.899 -1.847 3.283
C: 5.549 3.047 -1.387
C: 4.306 5.539 -1.394
C: -0.380 -1.563 -3.201
C: 1.045 3.166 1.886
C: 3.498 4.390 -1.273
C: 1.145 3.113 3.267
C: 1.388 -2.498 0.537
H: 3.963 -4.331 -1.725
H: -4.741 -4.253 1.901
H: -5.275 3.492 -0.681
H: 0.314 2.235 5.046
H: -0.766 -2.195 -3.999
H: -3.512 -5.120 0.962
H: 1.900 3.688 3.780
H: 2.794 -5.549 0.069
H: -3.988 -3.108 3.728
H: -1.452 1.029 3.768
H: 0.664 -0.844 1.397
H: 0.094 -2.216 -2.470
H: -1.486 1.207 1.298
H: 1.707 3.799 1.306
H: -0.146 -1.251 3.779
H: 1.200 -4.374 1.538
H: -2.278 -1.799 4.916
H: -4.837 -1.138 -2.018
H: -4.183 -3.606 0.357
H: 0.383 -0.892 -3.586
H: -2.885 -2.401 -2.899
H: -0.976 -4.656 -0.009
H: -0.592 -3.029 -0.561
H: 3.426 -1.935 -2.127
H: -2.253 -3.617 -0.646

Computed properties:
2S+1 = 1
total charge = 0
HOMO level = -7.785 eV
frontier orbital gap = 7.4 eV
energy relative to the best compared isomer or geometry (same formula, charge and spin) = 22.0 kcal/mol

Löwdin atomic charge list, values in e, 4 entries: number 1, Y, carries 1.45; number 2, Br, carries 0.80; number 3, Br, carries 0.77; number 4, S, carries 0.66

What is the total charge in the fourth record?
-2

What is the total charge in the first record?
+1

Which value of 2S+1 does entry 1 give?
3

Repeat the fourth record exactly.
Computed, not measured: a molecular structure, C36H24IKNO6P at a distorted geometry, with ωB97M-V/def2-TZVPD.

Positions of all 70 atoms, in Å:
I: -3.140 -4.008 -1.956
K: -1.718 -1.022 -0.080
P: 0.822 0.570 0.558
O: 1.764 -1.311 -0.213
O: -2.887 -1.881 1.688
O: 2.962 -3.167 0.042
O: -2.685 0.871 1.165
O: -1.402 -0.065 2.758
O: -2.698 -1.806 3.920
N: -0.039 -2.243 1.596
C: -0.695 4.400 2.778
C: 1.605 1.411 -0.873
C: -1.162 -0.035 -3.116
C: -3.269 -0.678 -4.825
C: -1.420 3.222 2.764
C: 2.727 0.894 -1.518
C: -1.433 0.756 -4.240
C: -2.485 0.462 -5.071
C: -2.935 -1.486 -3.690
C: 2.041 -2.404 0.337
C: 0.289 2.173 1.405
C: 2.643 2.634 -3.171
C: -5.036 -2.202 -5.449
C: 1.162 -2.790 1.531
C: 2.942 -0.437 3.873
C: -3.685 -2.661 -3.535
C: 1.017 3.357 1.454
C: 0.986 2.525 -1.438
C: -0.929 2.122 2.079
C: -1.760 0.859 1.967
C: 4.234 -0.008 3.622
C: -4.699 -3.034 -4.370
C: 2.217 0.447 1.751
C: -4.331 -1.053 -5.674
C: 1.649 -3.646 2.518
C: -2.145 -1.826 2.661
C: 0.522 4.464 2.117
C: 3.233 1.492 -2.657
C: 4.503 0.698 2.463
C: -1.892 -1.168 -2.773
C: -0.801 -2.491 2.649
C: 1.507 3.141 -2.561
C: 3.503 0.925 1.533
C: 0.830 -3.956 3.584
C: -0.420 -3.365 3.660
C: 1.938 -0.191 2.956
H: 2.719 -0.981 4.782
H: -5.846 -2.495 -6.107
H: 0.073 2.908 -0.999
H: 1.158 -4.648 4.352
H: 3.050 3.110 -4.055
H: -4.562 -0.419 -6.525
H: -5.229 -3.962 -4.207
H: 1.969 3.427 0.939
H: 0.924 -0.501 3.159
H: 4.086 1.048 -3.156
H: -1.093 -3.558 4.480
H: 3.162 -0.017 -1.146
H: 5.029 -0.223 4.325
H: -3.570 -1.415 3.791
H: -1.076 5.272 3.297
H: 1.021 4.014 -2.978
H: 5.505 1.062 2.272
H: -0.807 1.620 -4.449
H: -2.371 3.146 3.280
H: 1.083 5.392 2.117
H: 2.644 -4.056 2.418
H: -2.723 1.083 -5.932
H: -0.313 0.246 -2.501
H: 3.736 1.460 0.623

Computed properties:
2S+1 = 1
total charge = -2
HOMO level = -1.405 eV
frontier orbital gap = 5.6 eV
energy relative to the best compared isomer or geometry (same formula, charge and spin) = 26.5 kcal/mol

natural (NBO) atomic charge list, values in e, 4 entries: number 1, I, carries 0.07; number 2, K, carries 0.88; number 3, P, carries 0.97; number 4, O, carries -0.77